Entry from OMol25: 5 unconnected molecules or ions with the total composition CH14NO4 at a distorted geometry (ωB97M-V with the def2-TZVPD basis set).

The geometry in XYZ format:
```
20
Properties=species:S:1:pos:R:3:nbo_charge:R:1
C -0.7715 -1.3156 1.1040 -0.440
N 0.6087 -1.2634 0.6958 -0.706
H -0.7959 -1.3275 2.1903 0.234
H -1.1490 -0.3918 0.7064 0.225
H -1.5326 -2.0606 0.5717 0.269
H 0.7773 -1.0423 -0.3092 0.471
H 1.1489 -2.2627 0.7517 0.440
H 1.2223 -0.5843 1.1636 0.475
H -2.9661 -1.8325 -3.2226 0.495
H -3.0054 -0.3216 -3.2795 0.495
O -2.3762 -1.0132 -3.0449 -0.969
H -0.1824 4.4610 1.9573 0.488
H 0.9139 4.3926 3.0419 0.482
O 0.7935 4.0933 2.1376 -0.964
H 1.5046 2.0664 1.5444 0.519
H 2.8668 1.4460 1.6041 0.491
O 2.0039 1.2495 1.2259 -0.996
H -0.8515 -1.4715 -2.2952 0.513
H 0.3917 -2.3986 -2.6859 0.494
O -0.1680 -2.0715 -1.9727 -1.015
```

**Strongest force on any atom**: 6.0 eV/A
**Net charge**: +1
**LUMO**: -2.83 eV
**Calculated total energy**: -401.9581 Eh
**HOMO**: -14.74 eV
**Energy above the lowest of the compared OMol25 structures with the same formula, charge and spin**: 1.519 eV



Entry from OMol25: 5 unconnected molecules or ions with the total composition CH14NO4 at a distorted geometry (ωB97M-V with the def2-TZVPD basis set).

The geometry in XYZ format:
```
20
Properties=species:S:1:pos:R:3:nbo_charge:R:1
C -0.9948 -1.4459 0.5939 -0.433
N 0.1327 -0.4744 0.8395 -0.674
H -0.5004 -2.4544 0.2959 0.261
H -1.4739 -1.4116 1.5666 0.248
H -1.7323 -1.0606 -0.2422 0.255
H 0.3253 0.1556 0.1059 0.422
H 1.1001 -0.8156 0.9111 0.463
H 0.1064 0.1994 1.5802 0.448
H -1.6170 -2.2839 -3.9559 0.474
H -3.0766 -2.0840 -4.0337 0.508
O -2.3374 -2.2065 -3.4243 -0.765
H 2.7026 4.2096 2.0858 0.521
H 1.2528 4.4081 1.5476 0.511
O 1.9483 3.6874 1.6456 -0.551
H 1.9087 0.4304 3.4769 0.511
H 3.0061 -0.1135 2.4572 0.510
O 2.0386 -0.0248 2.6103 -1.010
H -1.1539 -0.3569 -2.8612 0.509
H -0.7442 1.2421 -2.8124 0.521
O -0.8911 0.3995 -2.3869 -0.727
```

**Strongest force on any atom**: 4.6 eV/A
**Net charge**: +2
**LUMO (spin up / spin down)**: -6.36 / -15.15 eV
**Calculated total energy**: -401.3909 Eh
**HOMO (spin up / spin down)**: -18.79 / -17.19 eV
**Energy above the lowest of the compared OMol25 structures with the same formula, charge and spin**: 1.489 eV
**2S+1**: 2



Entry from OMol25: 6 unconnected molecules or ions with the total composition CH14O6 at a distorted geometry (ωB97M-V with the def2-TZVPD basis set).

The geometry in XYZ format:
```
21
Properties=species:S:1:pos:R:3:nbo_charge:R:1
C 1.6428 1.2881 0.2951 -0.257
O 0.2604 1.7294 0.2480 -0.757
H 2.2023 2.2171 0.2068 0.172
H 1.8293 0.6275 -0.5449 0.191
H 1.8726 0.7579 1.2147 0.185
H 0.2030 2.3375 0.9863 0.494
O -0.3801 -1.5384 1.9966 -0.973
H -1.2293 -1.9648 1.8651 0.474
H 0.2524 -2.2423 1.7423 0.503
O 0.3065 -3.2686 -0.1554 -0.982
H -0.1740 -2.5254 -0.5716 0.505
H 0.9908 -3.5150 -0.7891 0.477
O -0.8236 -1.2410 -2.2723 -0.981
H -1.6950 -1.1339 -2.6251 0.472
H -0.4590 -0.3493 -2.2850 0.501
O -1.0376 1.1860 2.7177 -0.974
H -0.7596 0.4308 2.1762 0.504
H -1.8715 1.5197 2.3821 0.465
O -0.4484 1.5531 -2.3425 -1.006
H -0.4501 2.3762 -2.8431 0.480
H -0.2318 1.7554 -1.4021 0.507
```

**Strongest force on any atom**: 1.1 eV/A
**Net charge**: 0
**LUMO**: 0.59 eV
**Calculated total energy**: -497.9253 Eh
**HOMO**: -10.69 eV
**Energy above the lowest of the compared OMol25 structures with the same formula, charge and spin**: 0.423 eV
**SMILES**: CO.O.O.O.O.O



Entry from OMol25: 2 unconnected molecules or ions with the total composition CH15N9 at a distorted geometry (ωB97M-V with the def2-TZVPD basis set).

The geometry in XYZ format:
```
25
Properties=species:S:1:pos:R:3:nbo_charge:R:1
C 0.2116 -0.7523 -0.2022 0.672
N 0.5908 -1.4028 0.9678 -0.790
N -0.4254 1.6851 2.4240 -0.540
N 1.1226 -0.1037 -2.3401 -0.694
N -2.0554 -0.5161 0.5700 -0.716
N 0.2366 1.5916 1.1067 -0.610
N 1.1858 -0.7811 -1.1590 -0.080
N -1.0763 -0.4198 -0.4551 -0.153
N 2.4578 -1.1611 -0.7749 -0.683
N -1.4438 -0.3038 -1.8466 -0.629
H 0.1143 -1.5501 1.7761 0.417
H 1.5689 -1.7091 0.8135 0.457
H -1.3382 1.1963 2.4562 0.465
H 0.2635 1.3698 3.1481 0.461
H 0.4741 -0.3736 -3.0505 0.417
H 1.6883 0.7540 -2.5401 0.400
H -2.8745 0.0930 0.2675 0.397
H -2.4573 -1.4970 0.8284 0.414
H -0.4085 1.7253 0.3655 0.386
H 3.0422 -1.7628 -1.4829 0.425
H -0.7128 2.6227 2.7282 0.437
H 3.1419 -0.4162 -0.6096 0.382
H 0.8800 2.3939 1.0345 0.399
H -2.0269 -1.1649 -2.1535 0.389
H -2.1594 0.4827 -1.8721 0.375
```

**Strongest force on any atom**: 5.7 eV/A
**Net charge**: +2
**LUMO**: -6.83 eV
**Calculated total energy**: -539.1162 Eh
**HOMO**: -15.67 eV
**Energy above the lowest of the compared OMol25 structures with the same formula, charge and spin**: 0.000 eV



Entry from OMol25: 7 unconnected molecules or ions with the total composition CH16O6 at a distorted geometry (ωB97M-V with the def2-TZVPD basis set).

The geometry in XYZ format:
```
23
Properties=species:S:1:pos:R:3:nbo_charge:R:1
C -0.0955 -1.9836 1.9415 -0.856
H 0.7884 -1.3589 1.7193 0.234
H -1.0267 -1.4412 1.8209 0.188
H -0.1768 -2.4085 2.9270 0.214
H -0.0358 -2.7530 1.1735 0.217
O 0.6902 1.9533 -0.5465 -0.981
H 1.2564 1.5425 0.2028 0.504
H 0.4971 1.2221 -1.1295 0.485
O -2.1123 0.5880 -0.2933 -0.991
H -2.4824 0.2167 0.5939 0.486
H -2.2339 1.5977 -0.2129 0.523
O -1.0741 -1.7116 -1.3087 -0.988
H -1.7284 -2.2491 -0.7969 0.479
H -1.2388 -0.8460 -0.8713 0.500
O 2.7274 0.0428 0.2432 -0.953
H 2.3412 -0.1673 -0.6252 0.492
H 3.4395 0.5601 -0.1136 0.468
O -1.3408 3.3015 0.9506 -0.989
H -0.5755 2.7871 0.5519 0.499
H -0.8489 3.7390 1.6951 0.471
O 1.4469 -0.8651 -2.4239 -0.983
H 1.1934 -0.4772 -3.2978 0.475
H 0.5897 -1.2894 -2.2001 0.507
```

**Strongest force on any atom**: 3.1 eV/A
**Net charge**: 0
**LUMO**: 0.38 eV
**Calculated total energy**: -499.1202 Eh
**HOMO**: -11.25 eV
**Energy above the lowest of the compared OMol25 structures with the same formula, charge and spin**: 0.864 eV
**SMILES**: C.O.O.O.O.O.O



Entry from OMol25: a molecular structure, CH17O12V at a distorted geometry (ωB97M-V with the def2-TZVPD basis set).

The geometry in XYZ format:
```
31
Properties=species:S:1:pos:R:3:nbo_charge:R:1
O 21.1454 -25.2299 1.5286 -0.542
V 21.6601 -26.1376 2.8205 1.418
C 21.7262 -28.3230 1.6625 0.982
O 22.3981 -27.3713 1.2946 -0.665
O 21.5274 -29.3464 0.9497 -0.617
O 21.1562 -28.1476 2.7543 -0.672
H 22.0415 -29.2565 0.1757 0.510
O 19.4336 -22.9320 2.6176 -0.953
H 20.1820 -22.6526 2.1099 0.501
H 18.9917 -23.6022 2.1771 0.476
O 21.4881 -24.2943 3.7931 -0.907
H 21.7231 -23.7415 4.5289 0.516
H 20.8542 -23.7824 3.3069 0.530
O 21.0868 -24.2250 -0.6120 -0.979
H 20.2830 -24.3687 -1.0900 0.480
H 21.0207 -24.6326 0.2576 0.464
O 19.5525 -26.1391 3.3596 -0.877
H 19.2074 -25.6223 4.0958 0.504
H 18.7149 -26.4581 3.0731 0.517
O 22.1681 -26.8214 4.8124 -0.892
H 22.8081 -26.3216 5.3113 0.506
H 21.7619 -27.4164 5.4466 0.533
O 21.4741 -22.0788 0.9912 -0.995
H 21.6452 -21.4231 0.3344 0.496
H 21.4838 -22.9515 0.5808 0.498
O 23.7197 -25.4428 2.7400 -0.881
H 24.3721 -24.9516 3.1748 0.512
H 24.0222 -25.3212 1.8112 0.531
O 19.0260 -27.0559 0.6935 -0.956
H 19.6308 -27.3162 -0.0233 0.487
H 18.7843 -27.8173 1.2084 0.476
```

**Strongest force on any atom**: 5.1 eV/A
**Net charge**: +1
**LUMO (spin up / spin down)**: -4.52 / -3.68 eV
**Calculated total energy**: -1895.0257 Eh
**HOMO (spin up / spin down)**: -13.16 / -13.59 eV
**Energy above the lowest of the compared OMol25 structures with the same formula, charge and spin**: 0.000 eV
**2S+1**: 2



Entry from OMol25: 8 unconnected molecules or ions with the total composition CH18N2O8 at a distorted geometry (ωB97M-V with the def2-TZVPD basis set).

The geometry in XYZ format:
```
29
Properties=species:S:1:pos:R:3:nbo_charge:R:1
N 1.0161 0.6146 4.1460 -0.799
C 0.2777 -0.3930 4.0135 0.734
N 0.9356 -1.3591 3.4406 -0.830
O -0.8713 -0.4864 4.3797 -0.679
H 1.9792 0.5517 3.8483 0.381
H 0.7455 1.3641 4.7665 0.405
H 0.4352 -2.1969 3.1803 0.407
H 1.9136 -1.2280 3.2251 0.380
O -2.5378 4.2893 -2.9371 -0.932
H -3.0286 4.5172 -3.7267 0.466
H -1.8424 3.7086 -3.2460 0.466
O -3.5316 -2.2500 -3.2516 -0.940
H -4.3405 -1.8091 -3.5113 0.463
H -3.1948 -1.7253 -2.5253 0.477
O 0.4031 -4.1790 -3.6171 -0.926
H 1.2581 -4.0130 -4.0142 0.462
H 0.5856 -4.2643 -2.6814 0.464
O 1.5785 3.2526 -1.6218 -0.941
H 2.3898 3.5838 -1.2366 0.472
H 1.6110 3.5405 -2.5341 0.470
O -3.8454 -0.4654 0.2289 -0.945
H -2.9565 -0.3049 0.5458 0.476
H -4.3996 0.0899 0.7774 0.469
O 0.0738 -0.3042 -1.1014 -0.941
H 0.2987 0.6207 -1.2022 0.478
H 0.8208 -0.6837 -0.6385 0.463
O 4.3892 -0.0300 1.8737 -0.946
H 4.5942 -0.7266 1.2500 0.473
H 5.2429 0.2860 2.1696 0.475
```

**Strongest force on any atom**: 7.7 eV/A
**Net charge**: 0
**LUMO**: -0.08 eV
**Calculated total energy**: -760.3129 Eh
**HOMO**: -9.66 eV
**Energy above the lowest of the compared OMol25 structures with the same formula, charge and spin**: 2.681 eV
**SMILES**: NC(N)=O.O.O.O.O.O.O.O



Entry from OMol25: 7 unconnected molecules or ions with the total composition CH18N3O6 at a distorted geometry (ωB97M-V with the def2-TZVPD basis set).

The geometry in XYZ format:
```
28
Properties=species:S:1:pos:R:3:nbo_charge:R:1
N 0.1682 0.5746 2.9411 -0.752
C 0.9963 -0.0068 2.0768 0.692
N 2.1284 0.5612 1.6524 -0.788
N 0.7038 -1.2250 1.6378 -0.733
H -0.6765 0.1045 3.2299 0.419
H 0.0319 1.5721 2.8752 0.424
H 2.0791 1.5256 1.3712 0.428
H 2.9172 0.0225 1.3487 0.421
H 0.0811 -1.8154 2.1691 0.420
H 1.4014 -1.7488 1.1043 0.439
H 0.3367 -2.8095 -0.8066 0.504
H 1.8374 -2.7826 -1.1936 0.495
O 1.1711 -2.3461 -0.6481 -0.976
H -2.9632 0.1701 -1.1539 0.488
H -1.7442 1.2819 -0.9602 0.516
O -2.2988 0.5784 -0.6000 -1.003
H -1.7054 1.4456 -3.0382 0.478
H -0.2517 1.5705 -3.1166 0.499
O -0.9972 1.9838 -2.6480 -0.965
H 0.8137 3.2599 1.0233 0.479
H 0.2275 2.8060 -0.3475 0.508
O 0.3587 2.5424 0.5708 -0.978
H 0.5254 -0.8334 -2.0497 0.487
H 1.1639 -1.2462 -3.4179 0.480
O 0.6341 -0.5812 -2.9740 -0.971
H -3.0226 -1.4972 0.6368 0.477
H -1.7573 -1.2272 -0.1417 0.487
O -2.1592 -1.8799 0.4585 -0.976
```

**Strongest force on any atom**: 1.6 eV/A
**Net charge**: +1
**LUMO**: -2.82 eV
**Calculated total energy**: -664.4102 Eh
**HOMO**: -14.18 eV



Question: What is the net charge in the first record?
Answer: +1